Computed, not measured: C23H26AuN4O3 as an isolated structure at a distorted geometry, with the ωB97M-V functional and the def2-TZVPD basis.

Geometry as XYZ:
```
57
Properties=species:S:1:pos:R:3:lowdin_charge:R:1
C -0.01809 -2.41342 -4.03524 -0.1449
C -0.79082 -1.63573 -5.07316 -0.2258
H -0.10561 -3.50475 -4.08557 0.1385
H 1.00151 -2.11573 -4.11872 0.1238
C -0.97473 -0.29271 -5.05718 -0.2909
C -0.78492 0.41625 -3.86881 0.0870
H -1.47451 0.22212 -2.98942 0.1123
H -0.51175 1.46582 -3.94577 0.0863
C -1.26399 -2.35418 -6.25151 -0.0387
H -1.09323 -3.42723 -6.22583 0.0862
H -0.76213 -1.94903 -7.14515 0.1014
H -2.34464 -2.17925 -6.39658 0.1072
C -1.50004 0.53032 -6.25827 -0.0257
H -2.55403 0.38153 -6.51645 0.0923
H -0.94409 0.35326 -7.19120 0.0863
H -1.39899 1.59788 -6.04413 0.0749
Au -0.10759 -0.64955 2.12020 0.8923
O -0.00738 -1.26129 0.10911 -0.1354
C 0.65913 -0.72318 -0.86537 -0.3194
O 2.28686 -0.76957 1.51912 0.0190
C 2.46489 0.07789 0.63974 -0.5130
O 3.43265 0.97142 0.68547 0.0837
N 1.66699 0.22060 -0.49652 0.0615
C 3.38237 1.77002 -0.54078 -0.0813
C 2.37140 1.09930 -1.45572 -0.0967
H 4.40509 1.80134 -0.96364 0.1414
H 3.05244 2.79203 -0.25202 0.1395
H 2.87497 0.50796 -2.24258 0.1359
H 1.70964 1.82971 -1.94220 0.1312
C 0.33238 -0.90810 -2.21272 -0.0557
C -0.44486 -2.04528 -2.69964 -0.2303
H 1.00011 -0.44490 -2.92744 0.0896
H -0.57159 -2.85660 -1.97382 0.1353
H -1.56545 -1.86480 -2.82233 0.1541
C 0.63787 -2.18421 7.50964 -0.0563
C 0.01283 -0.93605 7.61802 -0.0558
C -0.26272 -0.22287 6.46335 -0.0254
C 0.08543 -0.72895 5.21357 -0.2662
C 0.72474 -1.97803 5.08788 -0.0103
C 1.01209 -2.68961 6.25823 -0.0592
N -0.27323 0.03064 4.08444 -0.0489
N -0.75550 1.21016 4.42616 0.0997
C -1.04795 2.02076 3.35034 -0.3089
C -1.58009 3.33034 3.55861 0.0220
C -1.89529 4.07275 2.44114 -0.0464
C -1.64676 3.55412 1.15039 -0.0313
C -1.10841 2.26436 1.03547 -0.1130
N -0.83391 1.52223 2.11714 -0.0011
H 0.85087 -2.75030 8.41212 0.1110
H -0.27903 -0.51820 8.57703 0.1117
H -0.75072 0.75918 6.47280 0.1100
H 0.98090 -2.33277 4.09441 0.0881
H 1.51074 -3.65985 6.19125 0.1134
H -1.72735 3.62871 4.59836 0.1225
H -2.30670 5.06897 2.54341 0.1145
H -1.87747 4.10274 0.24659 0.1053
H -0.89233 1.79371 0.07379 0.1025
```

Calculated values
**Energy relative to the best compared isomer or geometry (same formula, charge and spin)**: 152.6 kJ/mol
**HOMO (alpha / beta)**: -10.3 / -10.5 eV
**Energy**: -40056.576 eV
**Maximum force**: 4.2 eV/A
**Total charge**: +1
**HOMO-LUMO gap (alpha / beta)**: 5.76 / 6.24 eV

Computed, not measured: one molecule with the formula C23H26F2N4O3, with the ωB97M-V functional and the def2-TZVPD basis.

Geometry as XYZ:
```
58
Properties=species:S:1:pos:R:3:lowdin_charge:R:1
C 4.77819 0.67401 -2.71901 0.0048
C 3.31495 0.32367 -2.88991 -0.5451
O 2.65073 0.64788 -3.85284 0.0522
N 2.81106 -0.38478 -1.85888 0.0982
H 3.38336 -0.66565 -1.07226 0.1364
C 1.43715 -0.81722 -1.77678 -0.1934
C 0.47961 0.39114 -1.67959 -0.0768
C 0.89580 1.36152 -0.61285 -0.2148
C 1.38017 2.61724 -0.95836 -0.0212
C 1.76591 3.52541 0.01110 0.0007
C 1.67134 3.15644 1.33904 -0.2817
C 1.20668 1.91077 1.71674 -0.0043
C 0.81752 1.02299 0.73208 -0.0293
H 0.44850 0.04936 1.01410 0.0942
H 1.15460 1.65331 2.76301 0.1208
F 2.03997 4.03357 2.29880 0.0515
H 2.13319 4.50519 -0.24964 0.1194
H 1.45751 2.88658 -2.00082 0.1211
H -0.53711 0.04064 -1.50015 0.0902
H 0.50450 0.89130 -2.64809 0.1167
H 1.17790 -1.37125 -2.69094 0.1655
C 1.34807 -1.78823 -0.59680 -0.4452
O 2.31467 -2.04501 0.09720 0.0752
N 0.14466 -2.36219 -0.42490 0.1292
H -0.63944 -2.05999 -0.98643 0.1197
C -0.07707 -3.38609 0.58076 -0.2816
C -1.24068 -4.28034 0.15675 -0.1062
H -1.32495 -5.09122 0.88129 0.1173
C -2.55309 -3.47565 0.09637 -0.1341
N -2.51992 -2.31152 0.96987 -0.0522
C -2.47727 -1.07471 0.36678 -0.4957
O -2.46259 -0.95914 -0.84925 0.0257
N -2.49952 -0.01133 1.22533 0.1622
C -2.34639 1.34513 0.91958 -0.2361
C -2.44887 1.84985 -0.37317 -0.0119
C -2.22848 3.19281 -0.61198 0.0082
C -1.92456 4.02834 0.44566 -0.2802
C -1.85446 3.55749 1.74402 -0.0071
C -2.06722 2.21351 1.97430 -0.0326
H -2.00730 1.83163 2.98365 0.1162
H -1.62681 4.23445 2.55160 0.1236
F -1.69912 5.33737 0.20941 0.0570
H -2.29209 3.59295 -1.61079 0.1239
H -2.69417 1.19114 -1.18794 0.1061
H -2.54326 -0.20813 2.21318 0.1269
C -1.85956 -2.61990 2.22084 -0.1400
H -2.04147 -1.86035 2.98221 0.1113
C -0.35133 -2.80021 1.98384 -0.0901
H 0.05905 -3.46630 2.74233 0.1194
H 0.17075 -1.84674 2.06863 0.1024
H -2.29985 -3.55145 2.58666 0.1277
H -2.75117 -3.11858 -0.91488 0.1193
H -3.39301 -4.10698 0.40504 0.1256
H -1.03501 -4.72335 -0.81727 0.1202
H 0.85348 -3.96323 0.62918 0.1480
H 5.36679 -0.22868 -2.57463 0.0808
H 5.12900 1.19810 -3.60297 0.0806
H 4.90066 1.31442 -1.84818 0.0813
```

Calculated values
**HOMO**: -8.4 eV
**SMILES**: CC(=O)N[C@H](Cc1ccc(F)cc1)C(=O)NC1CCN(C(=O)Nc2ccc(F)cc2)CC1
**Energy**: -41813.648 eV
**Maximum force**: 0.6 eV/A
**HOMO-LUMO gap**: 8.78 eV

Computed, not measured: a 2-piece molecular cluster, C23H26F6N3S overall at a distorted geometry, with the ωB97M-V functional and the def2-TZVPD basis.

Geometry as XYZ:
```
59
Properties=species:S:1:pos:R:3:lowdin_charge:R:1
C -2.14543 -0.24336 2.44627 -0.0781
C -0.67628 -0.48122 2.52881 -0.6383
N -0.05954 -1.59824 2.62841 0.0045
C 1.41490 -1.54886 2.55827 -0.2189
C 1.83590 -0.09325 2.48711 -0.4096
S 0.33948 0.95953 2.46646 0.9752
H -2.63042 -1.21121 2.36071 0.0548
H -2.50260 0.26234 3.35282 0.1012
H -2.38362 0.33719 1.54796 0.0955
H 1.85976 -2.04400 3.43037 0.1246
H 1.76189 -2.08888 1.66320 0.1092
H 2.43390 0.20402 3.35140 0.0765
H 2.37070 0.13616 1.56329 0.0742
C 1.63217 -8.54919 -0.71372 -0.0433
N 1.78071 -7.12829 -0.88696 -0.1202
C 2.66347 -6.68281 -1.96030 -0.0295
C 4.01567 -6.34411 -1.39991 -0.5215
F 4.92124 -5.91078 -2.31441 0.1414
F 3.90186 -5.37028 -0.42809 0.1114
F 4.56045 -7.44518 -0.77047 0.1138
C 1.18899 -6.26634 -0.01509 -0.2029
C 0.88721 -4.92223 -0.34930 0.0059
C 0.24636 -4.10946 0.56399 -0.0158
C -0.09212 -4.54556 1.88292 -0.1966
C -0.97863 -3.73710 2.67130 0.0653
C -1.36512 -3.89935 4.04938 -0.1767
C -2.31072 -2.99420 4.61951 -0.0044
C -2.93530 -3.22055 5.82964 0.0271
C -2.45628 -4.25152 6.68991 -0.2282
N -2.88184 -4.42054 7.98248 -0.1654
C -1.93868 -4.22275 9.06198 -0.0377
C -4.23656 -4.80704 8.36564 -0.0389
C -4.34813 -6.30434 8.32859 -0.5347
F -5.52216 -6.80974 8.78027 0.1383
F -4.15487 -6.74962 7.03890 0.1088
F -3.34428 -6.87818 9.07989 0.1070
C -1.43486 -5.09933 6.19673 0.0157
C -0.88230 -4.90346 4.94941 0.0080
C 0.44904 -5.81410 2.25326 0.0156
C 0.87450 -6.71147 1.29898 0.0179
H 0.58551 -8.79393 -0.45605 0.1089
H 1.88527 -9.05101 -1.65607 0.1009
H 2.28323 -8.94803 0.08718 0.1043
H 2.78965 -7.52685 -2.64187 0.1449
H 2.25710 -5.78900 -2.44743 0.1362
H 1.13851 -4.54640 -1.34079 0.1152
H 0.01452 -3.07951 0.29684 0.1210
H -1.67034 -3.10056 2.06257 0.1291
H -2.56826 -2.09824 4.04993 0.0846
H -3.73452 -2.55864 6.20143 0.1302
H -1.32202 -3.34101 8.84242 0.1005
H -2.50066 -4.04883 9.97826 0.0939
H -1.27932 -5.09498 9.17024 0.0897
H -4.39959 -4.48396 9.39544 0.1400
H -4.95980 -4.39478 7.65760 0.1451
H -1.10107 -5.92901 6.82784 0.1328
H -0.06477 -5.55644 4.66169 0.0882
H 0.50255 -6.12357 3.28574 0.0891
H 1.03632 -7.75142 1.58107 0.1147
```

Calculated values
**HOMO**: -10.8 eV
**Energy**: -55876.415 eV
**Maximum force**: 2.2 eV/A
**Total charge**: +1
**HOMO-LUMO gap**: 6.44 eV

Computed, not measured: one molecule with the formula C23H26FN3O5S at a distorted geometry, with the ωB97M-V functional and the def2-TZVPD basis.

Geometry as XYZ:
```
59
Properties=species:S:1:pos:R:3:lowdin_charge:R:1
O -0.81061 -3.00315 1.02466 0.0929
C -1.05810 -2.77565 -0.13744 -0.4804
N -2.29658 -2.58114 -0.62671 0.0765
H -2.42679 -2.36994 -1.60336 0.1519
C -3.47435 -2.53346 0.21974 -0.1211
C -4.14960 -1.19029 0.12283 -0.2150
C -5.46217 -1.07868 -0.31704 -0.0401
C -6.06584 0.16155 -0.42929 -0.0101
C -5.33302 1.28944 -0.10651 -0.2727
C -4.02441 1.20868 0.33298 0.0074
C -3.44169 -0.03871 0.44884 -0.0220
H -2.42295 -0.09819 0.79878 0.1000
H -3.46044 2.09316 0.57946 0.1120
F -5.91730 2.50049 -0.23060 0.0555
H -7.08592 0.26118 -0.76527 0.1162
H -6.02291 -1.96699 -0.56928 0.1102
H -4.16491 -3.33259 -0.06849 0.1238
H -3.12174 -2.71788 1.23851 0.1303
C 0.04382 -2.71416 -1.20868 -0.0369
N 1.34071 -2.73480 -0.57142 0.0270
C 2.01190 -3.92222 -0.53533 -0.3930
O 1.67132 -4.88692 -1.18253 0.0950
C 3.20161 -3.95882 0.40892 -0.0539
H 2.82097 -4.30920 1.38238 0.1525
O 3.88211 -2.73291 0.56723 0.0031
C 3.08012 -1.64258 0.69651 -0.1855
C 3.58616 -0.52728 1.35106 0.0275
C 2.81433 0.61452 1.48241 -0.0659
C 1.53952 0.62482 0.95373 -0.2608
C 1.02174 -0.47368 0.29533 -0.0003
C 1.78480 -1.62508 0.15227 -0.1020
H 0.01427 -0.39915 -0.07697 0.1073
S 0.52882 2.10290 1.06062 0.6856
O -0.80858 1.74039 0.68005 -0.2899
O 0.75251 2.70228 2.34167 -0.2669
N 1.11465 3.12916 -0.08710 -0.2453
C 2.11628 4.10236 0.26479 -0.1924
C 3.30729 4.16372 -0.69983 -0.1687
H 3.07560 4.84320 -1.52244 0.1066
C 3.71759 2.81183 -1.28699 -0.1890
C 2.91949 2.44082 -2.53806 -0.1978
C 1.49224 1.98055 -2.25129 -0.1693
H 1.52290 1.03984 -1.69841 0.0917
C 0.66582 2.98896 -1.44604 -0.1818
H -0.37020 2.64504 -1.39341 0.1112
H 0.68362 3.96971 -1.92886 0.1353
H 0.98265 1.79850 -3.20035 0.1141
H 3.43836 1.63298 -3.05982 0.1091
H 2.89471 3.30137 -3.21111 0.1106
H 3.61103 2.02785 -0.53515 0.0938
H 4.77280 2.86445 -1.56471 0.1101
H 4.14670 4.59614 -0.15247 0.1106
H 2.44380 3.83532 1.26957 0.1059
H 1.65526 5.09857 0.32437 0.1276
H 3.17986 1.47806 2.01293 0.1181
H 4.58605 -0.57970 1.75024 0.1265
H 3.93410 -4.67991 0.04054 0.1430
H -0.05974 -1.83003 -1.84211 0.1359
H -0.01216 -3.61718 -1.82562 0.1361
```

Calculated values
**Energy relative to the best compared isomer or geometry (same formula, charge and spin)**: 28.4 kJ/mol
**HOMO**: -8.7 eV
**SMILES**: O=C(CN1C(=O)COc2ccc(S(=O)(=O)N3CCCCCC3)cc21)NCc1ccc(F)cc1
**Energy**: -52534.319 eV
**Maximum force**: 1.1 eV/A
**HOMO-LUMO gap**: 9.12 eV

- Which of these has the highest energy?
  C23H26AuN4O3